Record 1
DFT (ωB97M-V/def2-TZVPD) results for one molecule with the formula C10H10S at a distorted geometry.

Each line ends with the Löwdin charge.
Geometry (Å):
C (-2.322, -3.040, -1.067)  -0.189
C (-1.903, -1.817, -0.476)  -0.086
C (-1.477, -4.083, -0.772)  -0.405
C (-0.803, -1.945, 0.397)  -0.560
C (0.973, 0.554, -0.220)  -0.148
C (1.573, 1.908, 0.025)  -0.189
C (0.041, 0.288, 1.052)  -0.368
C (1.501, 1.990, 1.558)  -0.070
C (0.686, 1.072, 2.063)  -0.112
C (-0.095, -1.185, 1.221)  -0.028
S (-0.444, -3.732, 0.557)  1.022
H (-3.098, -3.028, -1.802)  0.093
H (-2.419, -0.893, -0.910)  0.142
H (-1.685, -5.163, -0.917)  0.078
H (0.434, 0.409, -1.081)  0.070
H (1.814, -0.257, -0.244)  0.157
H (2.500, 2.047, -0.539)  0.107
H (0.991, 2.803, -0.252)  0.111
H (-1.017, 0.730, 0.762)  0.180
H (2.225, 2.587, 2.092)  0.096
H (0.549, 0.722, 3.051)  0.100

Output
Largest force on an atom: 0.08701 Eh/bohr
Relative energy (zero: lowest compared OMol25 entry of this formula, charge and spin): 3.524 eV
Charge: 0
HOMO energy (spin up / spin down): -0.276 / -0.273 Eh
HOMO-LUMO gap (spin up / spin down): 0.242 / 0.240 Eh



Record 2
DFT (ωB97M-V/def2-TZVPD) results for C17H38GaO5 as an isolated structure at a distorted geometry.

Each line ends with the Löwdin charge.
Geometry (Å):
C (1.589, 3.520, -0.616)  -0.154
C (0.086, 2.962, -0.147)  -0.269
C (0.272, 1.364, 0.181)  -0.266
C (0.439, 1.254, 1.835)  -0.429
C (-1.045, 1.397, 2.518)  -0.189
Ga (1.412, -0.496, 2.387)  0.339
C (1.059, -0.902, 4.381)  -0.361
C (2.061, -0.150, 5.439)  -0.228
C (3.401, -0.398, 1.842)  -0.182
C (4.474, -0.758, 3.028)  -0.318
O (4.368, -1.774, 3.889)  -0.021
O (5.688, 0.086, 3.115)  -0.043
C (5.543, 1.154, 4.115)  -0.284
C (5.749, 2.733, 3.609)  -0.030
O (5.305, 0.996, 5.422)  -0.026
H (1.863, 3.169, -1.713)  0.067
H (2.342, 3.096, 0.196)  0.069
H (1.573, 4.714, -0.634)  0.067
H (-0.307, 3.496, 0.818)  0.094
H (-0.711, 3.155, -0.997)  0.091
H (-0.664, 0.756, -0.218)  0.100
H (1.220, 0.918, -0.373)  0.098
H (1.131, 2.147, 2.191)  0.081
H (-1.498, 0.336, 2.768)  0.066
H (-1.023, 2.027, 3.531)  0.077
H (-1.728, 2.007, 1.767)  0.063
H (0.704, -1.696, 1.544)  -0.059
H (-0.039, -0.499, 4.617)  0.033
H (0.997, -2.079, 4.560)  0.046
H (2.789, 0.541, 4.835)  0.034
H (1.488, 0.528, 6.229)  0.064
H (2.652, -1.009, 6.018)  0.078
H (3.557, -1.218, 0.989)  0.079
H (3.582, 0.647, 1.336)  0.054
H (5.612, 3.500, 4.512)  0.096
H (6.894, 2.832, 3.291)  0.091
H (5.031, 3.033, 2.735)  0.081
C (-0.064, 0.708, -4.282)  -0.064
C (-0.749, -0.036, -3.147)  -0.494
C (-1.568, -1.207, -3.667)  -0.071
O (-1.602, 0.861, -2.441)  -0.074
H (-0.800, 1.120, -4.981)  0.077
H (0.512, 1.556, -3.894)  0.073
H (0.612, 0.049, -4.835)  0.077
H (0.003, -0.399, -2.438)  0.136
H (-2.358, -0.863, -4.344)  0.065
H (-2.065, -1.725, -2.840)  0.079
H (-0.937, -1.924, -4.201)  0.081
H (-2.274, 1.189, -3.063)  0.095
C (-4.563, -4.346, -3.364)  -0.064
C (-5.245, -2.987, -3.371)  -0.496
C (-6.616, -3.059, -4.024)  -0.071
O (-4.432, -2.055, -4.080)  -0.078
H (-4.411, -4.714, -4.384)  0.080
H (-3.572, -4.277, -2.902)  0.081
H (-5.156, -5.082, -2.812)  0.080
H (-5.345, -2.620, -2.344)  0.144
H (-6.536, -3.381, -5.069)  0.078
H (-7.090, -2.071, -4.034)  0.079
H (-7.271, -3.756, -3.492)  0.078
H (-4.338, -2.373, -4.993)  0.096

Output
Largest force on an atom: 0.16732 Eh/bohr
Charge: -1
HOMO energy: -0.165 Eh
HOMO-LUMO gap: 0.246 Eh



Record 3
DFT (ωB97M-V/def2-TZVPD) results for C11H25BrGaNO2P2 as an isolated structure at a distorted geometry.

Each line ends with the Löwdin charge.
Geometry (Å):
C (1.007, -1.300, -2.840)  -0.037
C (1.054, -0.919, -1.478)  -0.359
N (-0.121, -0.726, -0.781)  0.014
C (-1.296, -1.016, -1.342)  -0.323
C (-1.380, -1.385, -2.682)  -0.062
C (-0.225, -1.524, -3.443)  -0.066
C (2.287, -0.608, -0.825)  -0.326
P (2.400, -0.352, 0.930)  0.747
Ga (-0.015, -0.287, 1.409)  -0.248
P (-2.416, -0.014, 1.039)  0.775
C (-2.554, -1.036, -0.468)  -0.256
O (1.797, 2.168, -1.644)  -0.090
O (-0.767, 2.624, -1.259)  -0.134
H (1.949, -1.399, -3.369)  0.107
H (-2.379, -1.565, -3.091)  0.108
H (-0.290, -1.811, -4.490)  0.107
C (3.098, -1.760, 1.823)  -0.260
C (3.406, 1.102, 1.323)  -0.246
H (-3.428, -0.679, -1.035)  0.096
H (-2.742, -2.065, -0.105)  0.106
H (2.138, 1.282, -1.376)  -0.004
H (3.215, -0.804, -1.378)  0.066
C (-3.348, -0.811, 2.371)  -0.255
C (-3.121, 1.608, 0.703)  -0.233
H (0.365, 1.664, 1.049)  0.065
H (-0.755, 3.550, -0.966)  0.051
H (0.180, 2.438, -1.531)  -0.007
H (2.199, 2.319, -2.531)  0.088
H (-0.105, -1.815, 1.779)  -0.048
H (-0.089, 1.367, 0.463)  0.043
H (4.140, -1.888, 1.495)  0.046
H (3.055, -1.546, 2.902)  0.053
H (2.511, -2.664, 1.608)  0.046
H (4.454, 0.858, 1.086)  0.050
H (3.078, 1.977, 0.741)  0.040
H (3.306, 1.317, 2.398)  0.050
H (-4.190, 1.467, 0.474)  0.053
H (-3.019, 2.228, 1.610)  0.060
H (-2.586, 2.093, -0.134)  0.029
H (-4.406, -0.862, 2.075)  0.051
H (-2.952, -1.823, 2.546)  0.055
H (-3.228, -0.218, 3.291)  0.036
Br (-0.229, 0.812, 3.651)  0.013

Output
Largest force on an atom: 0.04306 Eh/bohr
Charge: 0
HOMO energy: -0.258 Eh
HOMO-LUMO gap: 0.278 Eh



Record 4
DFT (ωB97M-V/def2-TZVPD) results for a 2-piece molecular cluster, CHClNP overall at a distorted geometry.

Each line ends with the Löwdin charge.
Geometry (Å):
C (-0.747, -1.420, 0.089)  -0.742
N (-0.740, -2.375, -0.560)  0.090
P (-0.769, 0.043, 0.968)  0.787
Cl (2.747, -0.683, -0.256)  0.029
H (0.799, 0.217, 0.911)  -0.163

Output
Largest force on an atom: 0.04840 Eh/bohr
Relative energy (zero: lowest compared OMol25 entry of this formula, charge and spin): 2.564 eV
Charge: 0
HOMO energy (spin up / spin down): -0.411 / -0.361 Eh
HOMO-LUMO gap (spin up / spin down): 0.317 / 0.206 Eh



Record 5
DFT (ωB97M-V/def2-TZVPD) results for C3H7O5Rb as an isolated structure at a distorted geometry.

Each line ends with the Mulliken spin population.
Geometry (Å):
O (-1.778, -1.070, 0.310)  -0.001
C (-0.493, -1.327, -0.242)  0.000
C (0.488, -0.362, 0.393)  -0.001
O (1.739, -0.553, -0.254)  0.000
C (2.731, 0.239, 0.126)  0.000
O (2.655, 1.108, 0.959)  0.000
O (3.830, -0.125, -0.514)  0.000
H (-2.465, -1.468, -0.270)  0.000
H (-0.532, -1.171, -1.330)  0.000
H (-0.197, -2.365, -0.035)  0.000
H (0.596, -0.565, 1.467)  0.000
H (0.161, 0.677, 0.240)  0.000
H (4.540, 0.501, -0.319)  0.000
Rb (-4.094, 1.004, 1.817)  0.000
O (-3.921, 2.414, -1.017)  1.020
H (-3.260, 3.062, -1.332)  -0.019

Output
Largest force on an atom: 0.02698 Eh/bohr
2S+1: 2
Relative energy (zero: lowest compared OMol25 entry of this formula, charge and spin): 0.719 eV
Charge: +1
HOMO energy (spin up / spin down): -0.488 / -0.488 Eh
HOMO-LUMO gap (spin up / spin down): 0.344 / 0.256 Eh



Record 6
DFT (ωB97M-V/def2-TZVPD) results for a 2-piece molecular cluster, C4H3I overall at a distorted geometry.

Each line ends with the Löwdin charge.
Geometry (Å):
C (0.012, 1.538, -0.452)  -0.060
C (-1.537, -0.995, 0.070)  -0.792
C (0.790, 1.317, 0.445)  -0.014
C (-0.662, -1.686, 0.524)  -0.065
I (-3.358, -0.036, -0.070)  0.802
H (-0.174, 1.950, -1.435)  0.035
H (1.171, 0.812, 1.322)  0.031
H (0.307, -2.255, 0.648)  0.063

Output
Largest force on an atom: 0.04783 Eh/bohr
Relative energy (zero: lowest compared OMol25 entry of this formula, charge and spin): 2.635 eV
Charge: 0
HOMO energy: -0.350 Eh
HOMO-LUMO gap: 0.355 Eh